[1]
{"formula": "C16H12IN2O8S4SbW", "method": "the ωB97M-V functional and the def2-TZVPD basis", "spin_multiplicity": 3, "mol_weight_g_mol": 921.05, "total_charge": -2, "fmax_ev_per_a": 0.934, "homo_lumo_gap_ev": [6.26, 6.04], "symbols": ["W", "C", "C", "N", "C", "C", "C", "O", "C", "C", "N", "C", "C", "C", "C", "C", "C", "I", "C", "O", "H", "H", "H", "H", "H", "H", "H", "H", "H", "H", "H", "H", "O", "C", "O", "C", "O", "O", "S", "Sb", "S", "S", "S", "O", "O"], "xyz": [[-0.903, 0.821, -1.525], [-3.837, -0.696, 1.693], [-2.432, -0.947, 2.131], [-2.173, -1.362, 3.344], [-0.885, -1.568, 3.712], [0.188, -1.317, 2.905], [1.582, -1.532, 3.415], [2.273, -0.319, 3.726], [-0.063, -0.830, 1.592], [1.018, -0.496, 0.718], [0.980, 0.241, -0.341], [2.212, 0.309, -1.055], [2.845, -0.883, -1.406], [4.036, -0.874, -2.111], [4.604, 0.335, -2.481], [3.977, 1.523, -2.142], [2.787, 1.520, -1.425], [1.922, 3.321, -0.897], [-1.390, -0.702, 1.165], [-1.731, -0.448, -0.043], [-4.512, -0.850, 2.532], [-4.104, -1.359, 0.865], [-3.930, 0.322, 1.310], [-0.734, -1.938, 4.721], [2.170, -2.117, 2.698], [1.539, -2.103, 4.344], [1.949, 0.372, 3.137], [2.003, -0.850, 1.024], [2.350, -1.818, -1.176], [4.501, -1.811, -2.389], [5.529, 0.359, -3.044], [4.412, 2.470, -2.432], [-2.551, 3.267, 1.247], [-1.920, 2.896, 0.286], [-1.046, 1.923, 0.268], [-1.975, 3.564, -1.115], [-2.543, 4.622, -1.296], [-1.316, 2.876, -1.992], [-3.519, -2.158, -4.769], [-2.815, -1.480, -2.688], [-3.381, 0.696, -2.046], [-0.546, -1.733, -2.255], [-4.121, -3.168, -1.736], [-0.885, 0.871, -3.495], [0.437, 1.052, -2.973]], "atomic_forces_ev_per_a": [[0.094, -0.112, -0.713], [-0.005, -0.025, 0.053], [0.023, -0.066, -0.112], [-0.039, -0.018, 0.013], [0.009, 0.018, 0.008], [-0.051, -0.024, -0.033], [-0.011, 0.057, 0.037], [0.042, 0.014, -0.064], [-0.038, 0.075, -0.019], [0.084, 0.284, 0.268], [-0.055, -0.016, -0.546], [-0.025, -0.123, -0.017], [-0.010, 0.038, -0.153], [-0.016, 0.015, 0.027], [0.004, -0.035, -0.013], [0.023, 0.087, 0.035], [0.138, -0.179, -0.041], [0.027, 0.219, 0.091], [0.075, -0.179, 0.030], [0.140, 0.571, 0.061], [-0.006, -0.006, -0.009], [-0.001, 0.005, -0.007], [0.002, 0.000, 0.001], [0.010, 0.014, 0.003], [0.019, 0.004, 0.018], [-0.012, -0.012, -0.006], [-0.035, -0.013, 0.051], [0.015, 0.003, -0.046], [-0.017, 0.010, 0.030], [0.000, 0.003, -0.009], [-0.006, 0.003, -0.009], [0.004, -0.002, 0.010], [0.084, 0.025, 0.048], [0.138, 0.121, -0.146], [-0.310, -0.445, -0.161], [-0.070, 0.064, 0.091], [0.103, 0.027, -0.073], [0.069, -0.338, 0.088], [-0.135, -0.101, 0.043], [-0.269, -0.587, 0.088], [0.331, -0.114, -0.178], [-0.123, 0.316, 0.014], [0.029, 0.155, -0.234], [0.179, 0.400, 0.826], [-0.406, -0.131, 0.655]]}


[2]
{"formula": "C16H13AsBrN4S4Tc", "method": "the ωB97M-V functional and the def2-TZVPD basis", "spin_multiplicity": 4, "mol_weight_g_mol": 642.40, "total_charge": 1, "fmax_ev_per_a": 0.395, "homo_lumo_gap_ev": [7.35, 5.98], "symbols": ["Tc", "S", "As", "S", "S", "S", "C", "C", "N", "C", "C", "C", "C", "C", "C", "C", "C", "N", "C", "N", "H", "H", "H", "H", "H", "H", "H", "H", "H", "Br", "C", "C", "C", "C", "C", "N", "H", "H", "H", "H"], "xyz": [[-0.243, -1.545, 1.369], [4.025, -0.600, 2.223], [2.673, -2.145, 2.454], [1.575, -2.634, 0.587], [0.742, -1.573, 3.379], [3.847, -3.620, 3.373], [-1.405, 2.609, 1.017], [-1.441, 1.258, 1.236], [-0.361, 0.483, 0.978], [0.760, 1.038, 0.504], [0.849, 2.391, 0.204], [-0.245, 3.180, 0.497], [2.104, 2.974, -0.326], [2.868, 2.540, -1.328], [2.655, 1.429, -2.289], [3.652, 1.134, -3.204], [3.417, 0.106, -4.099], [2.279, -0.587, -4.114], [1.386, -0.210, -3.204], [1.499, 0.749, -2.293], [-2.271, 3.210, 1.254], [-2.313, 0.763, 1.636], [1.609, 0.382, 0.393], [-0.200, 4.248, 0.317], [2.432, 3.875, 0.181], [3.774, 3.107, -1.511], [4.583, 1.683, -3.216], [4.166, -0.176, -4.830], [0.447, -0.757, -3.206], [-2.752, -1.791, 4.121], [-3.305, -1.975, 2.352], [-4.637, -2.259, 2.081], [-5.033, -2.376, 0.764], [-4.104, -2.193, -0.255], [-2.810, -1.904, 0.102], [-2.403, -1.806, 1.386], [-5.331, -2.384, 2.898], [-6.065, -2.605, 0.530], [-4.373, -2.270, -1.298], [-2.050, -1.747, -0.661]], "atomic_forces_ev_per_a": [[0.331, 0.057, 0.181], [0.271, 0.079, 0.045], [-0.055, -0.126, -0.012], [-0.247, 0.029, -0.176], [-0.304, 0.030, -0.027], [0.145, 0.011, 0.043], [0.040, 0.126, -0.021], [0.165, -0.150, -0.094], [-0.136, -0.042, 0.034], [-0.120, 0.023, 0.012], [0.348, -0.040, -0.107], [-0.235, 0.164, 0.040], [-0.138, -0.101, 0.069], [-0.035, -0.146, -0.163], [-0.143, 0.200, 0.309], [0.141, 0.008, -0.047], [-0.032, -0.158, -0.111], [0.108, 0.272, 0.186], [-0.173, -0.099, 0.037], [0.128, -0.036, -0.023], [0.015, 0.019, -0.020], [0.005, -0.007, 0.000], [0.088, -0.010, -0.106], [-0.018, -0.019, 0.002], [-0.016, -0.015, 0.029], [-0.007, -0.013, -0.048], [-0.012, -0.012, -0.004], [-0.010, -0.001, -0.004], [0.017, 0.016, -0.012], [0.084, 0.033, 0.151], [-0.105, -0.046, -0.093], [0.020, -0.007, -0.016], [-0.137, -0.024, -0.021], [0.042, 0.002, 0.020], [-0.043, -0.027, 0.026], [0.001, -0.006, -0.097], [-0.008, -0.002, -0.015], [0.021, 0.007, -0.001], [-0.016, -0.001, 0.016], [0.022, 0.010, 0.016]]}


[3]
{"formula": "C16H13BN5O7SV", "method": "the ωB97M-V functional and the def2-TZVPD basis", "spin_multiplicity": 3, "mol_weight_g_mol": 481.13, "fmax_ev_per_a": 3.385, "homo_lumo_gap_ev": [7.73, 7.68], "symbols": ["V", "N", "C", "C", "C", "C", "C", "C", "S", "O", "O", "N", "C", "N", "C", "C", "C", "N", "H", "H", "H", "H", "H", "H", "H", "H", "H", "O", "B", "O", "C", "C", "C", "C", "C", "C", "H", "H", "H", "H", "O", "N", "O", "O"], "xyz": [[-0.553, -0.094, 0.977], [-1.334, 0.774, 8.019], [-1.489, 1.036, 6.689], [-2.689, 1.576, 6.203], [-2.866, 1.773, 4.851], [-1.841, 1.456, 3.970], [-0.626, 0.962, 4.434], [-0.449, 0.764, 5.785], [-2.196, 1.479, 2.252], [-3.355, 2.259, 1.983], [-0.982, 1.827, 1.479], [-2.365, -0.058, 1.784], [-2.005, -1.192, 2.425], [-1.034, -1.808, 1.696], [-0.638, -3.024, 2.051], [-1.190, -3.626, 3.164], [-2.095, -2.877, 3.907], [-2.503, -1.659, 3.561], [-2.069, 0.986, 8.666], [-0.455, 0.457, 8.379], [-3.482, 1.827, 6.896], [-3.792, 2.169, 4.455], [0.190, 0.750, 3.753], [0.496, 0.387, 6.156], [0.125, -3.494, 1.444], [-0.913, -4.627, 3.458], [-2.524, -3.260, 4.826], [-2.628, -1.193, -0.994], [-1.630, -0.258, -0.725], [-1.617, 0.719, -1.710], [-2.626, 0.396, -2.586], [-3.035, 1.051, -3.725], [-4.098, 0.487, -4.425], [-4.717, -0.678, -3.987], [-4.300, -1.333, -2.831], [-3.243, -0.773, -2.148], [-2.551, 1.961, -4.051], [-4.451, 0.972, -5.325], [-5.544, -1.087, -4.553], [-4.782, -2.234, -2.477], [1.529, -0.455, 2.284], [1.430, 0.105, 1.168], [1.800, 1.254, 0.931], [0.961, -0.612, 0.169]], "atomic_forces_ev_per_a": [[-0.989, 1.714, -0.663], [-0.025, 0.002, -0.052], [-0.019, 0.054, -0.064], [0.020, -0.033, 0.024], [-0.040, 0.002, -0.058], [-0.039, 0.083, -0.425], [0.061, 0.117, 0.048], [0.000, -0.037, 0.018], [-1.046, -0.034, 0.910], [0.076, -0.024, 0.091], [0.334, 0.190, 0.225], [-1.077, 0.830, 0.549], [-0.205, -1.061, 0.659], [-1.035, -1.349, 1.064], [0.027, -0.138, 0.193], [0.055, -0.042, -0.104], [-0.050, 0.222, -0.010], [-0.153, 0.023, -0.059], [0.038, 0.027, 0.051], [-0.001, 0.011, 0.040], [-0.005, -0.014, -0.005], [-0.021, -0.022, 0.072], [0.010, -0.022, 0.010], [-0.003, -0.005, -0.019], [0.032, 0.052, -0.014], [0.023, 0.013, 0.003], [0.059, -0.086, -0.013], [-0.188, -0.284, -0.151], [-0.705, -0.106, -0.954], [-0.013, 0.259, -0.348], [-0.204, -0.309, 0.019], [0.152, 0.055, 0.133], [-0.050, 0.015, -0.054], [-0.052, 0.004, -0.057], [0.094, -0.067, 0.173], [0.142, 0.307, -0.162], [-0.004, -0.014, -0.010], [-0.009, -0.021, 0.003], [0.005, 0.015, -0.002], [0.010, -0.005, -0.018], [-0.321, 0.042, 0.043], [3.165, 1.016, 0.639], [-0.017, -0.353, 0.117], [1.968, -1.027, -1.839]]}


[4]
{"formula": "C16H13Br2N4O4OsP", "method": "the ωB97M-V functional and the def2-TZVPD basis", "spin_multiplicity": 1, "mol_weight_g_mol": 706.32, "total_charge": 2, "fmax_ev_per_a": 0.421, "homo_lumo_gap_ev": [5.36, 5.35], "symbols": ["Os", "Br", "C", "C", "C", "Br", "C", "C", "C", "C", "N", "C", "C", "O", "H", "H", "H", "H", "N", "C", "C", "C", "N", "C", "N", "C", "O", "P", "O", "C", "O", "C", "H", "H", "H", "H", "H", "H", "H", "H", "H"], "xyz": [[-0.205, -1.297, 0.047], [1.975, -1.871, 4.533], [1.282, -0.342, 3.733], [1.333, 0.904, 4.404], [0.809, 2.039, 3.857], [0.899, 3.653, 4.798], [0.196, 2.004, 2.567], [-0.415, 3.081, 1.902], [-0.990, 2.888, 0.665], [-0.944, 1.634, 0.063], [-0.360, 0.604, 0.666], [0.180, 0.760, 1.918], [0.699, -0.404, 2.497], [0.557, -1.547, 1.761], [1.795, 0.943, 5.382], [-0.432, 4.057, 2.368], [-1.480, 3.697, 0.144], [-1.374, 1.455, -0.914], [-2.017, -1.463, -0.139], [-3.211, -1.445, -0.144], [-4.543, -1.427, -0.170], [-5.203, -0.165, -0.055], [-5.729, 0.854, 0.018], [-5.269, -2.646, -0.330], [-5.845, -3.629, -0.480], [1.036, 1.123, -3.853], [0.920, 0.675, -2.452], [0.904, -0.771, -1.908], [1.172, -1.673, -3.135], [1.223, -3.138, -3.137], [1.990, -0.927, -0.766], [3.315, -0.323, -0.521], [1.399, 2.142, -3.795], [0.049, 1.087, -4.303], [1.735, 0.488, -4.384], [0.328, -3.493, -3.635], [1.291, -3.521, -2.119], [2.112, -3.408, -3.696], [3.674, -0.768, 0.400], [3.188, 0.751, -0.427], [3.956, -0.584, -1.357]], "atomic_forces_ev_per_a": [[-0.173, 0.016, 0.272], [0.021, -0.025, 0.008], [-0.052, 0.068, -0.020], [0.069, -0.060, 0.103], [-0.047, 0.070, -0.137], [-0.004, 0.031, 0.029], [-0.013, 0.028, 0.105], [0.058, -0.031, 0.002], [-0.025, 0.015, -0.044], [-0.003, 0.033, -0.044], [-0.032, -0.033, 0.002], [0.042, -0.039, 0.026], [-0.037, 0.015, -0.027], [0.092, -0.038, -0.070], [-0.004, -0.016, -0.001], [-0.015, -0.004, 0.013], [0.000, 0.000, 0.002], [0.019, 0.002, 0.016], [0.145, 0.197, -0.304], [-0.298, -0.144, 0.153], [0.261, -0.048, 0.016], [-0.168, 0.001, -0.044], [0.103, 0.015, 0.027], [-0.083, 0.009, -0.029], [0.043, 0.007, 0.023], [0.010, 0.013, -0.008], [-0.044, -0.014, 0.044], [-0.178, 0.112, -0.221], [0.023, -0.002, -0.030], [-0.012, 0.026, 0.030], [0.341, -0.194, 0.153], [-0.091, 0.020, -0.023], [-0.005, 0.001, 0.012], [0.001, -0.009, -0.010], [0.006, -0.014, -0.003], [0.003, -0.016, -0.001], [0.009, -0.002, -0.015], [-0.004, -0.011, -0.004], [0.001, 0.002, 0.002], [0.022, 0.007, -0.008], [0.021, 0.009, 0.007]]}


[5]
{"formula": "C16H13BrO2", "method": "the ωB97M-V functional and the def2-TZVPD basis", "spin_multiplicity": 1, "mol_weight_g_mol": 317.18, "fmax_ev_per_a": 5.179, "homo_lumo_gap_ev": 8.76, "smiles": "O=C1O/C(=C/Br)CC[C@@H]1c1cccc2ccccc12", "symbols": ["O", "C", "O", "C", "C", "Br", "C", "C", "C", "C", "C", "C", "C", "C", "C", "C", "C", "C", "C", "H", "H", "H", "H", "H", "H", "H", "H", "H", "H", "H", "H", "H"], "xyz": [[2.173, 1.498, -2.084], [1.724, 1.844, -0.996], [2.132, 2.903, -0.312], [1.382, 3.376, 0.823], [1.744, 4.642, 1.281], [0.693, 5.517, 2.627], [0.310, 2.610, 1.374], [0.452, 1.228, 1.058], [0.543, 0.962, -0.441], [0.468, -0.557, -0.647], [1.547, -1.280, -0.981], [1.640, -2.648, -1.037], [0.507, -3.325, -0.794], [-0.758, -2.729, -0.486], [-1.846, -3.531, -0.401], [-3.127, -3.032, -0.309], [-3.162, -1.673, -0.111], [-2.048, -0.817, -0.139], [-0.741, -1.361, -0.376], [2.526, 5.205, 0.742], [0.173, 2.795, 2.423], [-0.639, 2.869, 0.794], [-0.256, 0.613, 1.544], [1.440, 1.022, 1.372], [-0.373, 1.315, -0.857], [2.414, -0.673, -1.275], [2.591, -3.195, -1.219], [0.686, -4.342, -0.606], [-1.758, -4.661, -0.474], [-4.008, -3.613, -0.386], [-4.121, -1.251, -0.097], [-2.307, 0.289, -0.005]], "atomic_forces_ev_per_a": [[0.152, 1.644, 2.032], [-1.461, -3.610, -2.781], [-0.427, 0.837, 1.322], [2.575, 4.493, 0.059], [-0.569, -2.519, -1.662], [0.758, -0.386, -0.658], [-3.390, 1.388, -1.186], [1.482, -2.118, -0.809], [-0.331, -0.060, 1.181], [-0.642, -0.783, 0.354], [2.418, 2.906, -0.962], [0.227, -1.379, -0.129], [0.365, -0.549, 0.873], [3.751, -0.686, -0.686], [-2.737, -3.505, -0.095], [2.153, 0.096, 0.295], [0.741, 1.719, -0.547], [-0.886, 0.578, 0.302], [-1.775, 3.586, 0.014], [-0.571, -0.173, 0.700], [-0.089, 0.268, 0.376], [0.622, 0.588, 1.021], [-0.673, -0.754, 0.487], [1.121, -1.335, 1.026], [-0.722, 0.844, -0.755], [-0.120, -0.442, 0.244], [-0.814, 0.677, 0.119], [-0.585, -1.660, -0.267], [0.334, 1.551, -0.070], [-0.559, -0.529, 0.109], [-1.155, 0.932, 0.375], [0.809, -1.617, -0.284]]}


[6]
{"formula": "C16H13Cl2N5O3S", "method": "the ωB97M-V functional and the def2-TZVPD basis", "spin_multiplicity": 1, "mol_weight_g_mol": 426.28, "fmax_ev_per_a": 4.306, "homo_lumo_gap_ev": 7.37, "smiles": "Cc1nn(-c2ccccc2)c(N)c1/N=N/c1cc(Cl)c(S(=O)(=O)O)cc1Cl", "symbols": ["C", "C", "N", "N", "C", "C", "C", "C", "C", "C", "C", "N", "C", "N", "N", "C", "C", "C", "Cl", "C", "S", "O", "O", "O", "C", "C", "Cl", "H", "H", "H", "H", "H", "H", "H", "H", "H", "H", "H", "H", "H"], "xyz": [[0.674, -3.512, -1.001], [1.042, -2.076, -1.353], [1.909, -1.795, -2.280], [1.995, -0.432, -2.287], [2.873, 0.298, -3.161], [3.974, -0.334, -3.763], [4.843, 0.326, -4.639], [4.603, 1.669, -4.891], [3.524, 2.350, -4.300], [2.652, 1.643, -3.523], [1.186, 0.126, -1.275], [1.037, 1.465, -0.845], [0.527, -0.905, -0.669], [-0.445, -0.961, 0.347], [-0.692, 0.076, 1.049], [-1.663, 0.058, 2.046], [-2.479, -1.051, 2.268], [-3.421, -0.954, 3.314], [-4.367, -2.400, 3.601], [-3.611, 0.222, 4.094], [-4.886, 0.329, 5.361], [-4.930, 1.698, 5.937], [-4.761, -0.724, 6.391], [-6.317, 0.284, 4.571], [-2.822, 1.318, 3.828], [-1.822, 1.235, 2.850], [-0.855, 2.658, 2.646], [1.444, -4.227, -1.270], [0.456, -3.673, 0.077], [-0.223, -3.781, -1.560], [4.209, -1.406, -3.491], [5.633, -0.222, -5.114], [5.333, 2.196, -5.521], [3.303, 3.395, -4.493], [1.811, 2.264, -3.176], [0.423, 1.521, -0.026], [1.914, 1.999, -0.788], [-2.414, -1.934, 1.653], [-6.746, 1.014, 5.027], [-2.912, 2.241, 4.368]], "atomic_forces_ev_per_a": [[-0.271, 0.353, 0.220], [-0.703, -1.417, 1.131], [-0.149, 0.138, 0.200], [-0.709, 2.638, 1.221], [0.452, -0.104, -0.818], [0.263, -1.687, 0.876], [-1.539, 0.452, 0.693], [0.815, 0.748, -0.308], [1.069, -0.790, -1.006], [-1.312, 0.298, 1.321], [0.905, 1.820, -0.101], [1.042, -0.924, -1.027], [-0.788, -1.396, 0.272], [-0.103, 0.288, 0.932], [1.741, 0.418, -2.196], [-0.234, 0.073, 0.490], [-0.963, 1.205, 1.597], [0.013, -0.484, -0.233], [0.093, 0.581, 0.033], [-0.596, -1.550, -0.804], [-0.615, 1.212, 4.085], [0.718, -2.030, -1.587], [-0.195, 1.535, -3.118], [1.706, -1.040, 0.099], [0.850, -0.044, -0.518], [-0.463, -0.843, -0.287], [0.079, -0.323, -0.243], [0.247, 0.172, -0.211], [0.118, 0.477, -0.701], [-0.081, -0.077, 0.073], [-0.554, 1.334, -0.372], [0.301, -0.003, -0.030], [-0.533, -0.071, 0.192], [0.257, -0.145, -0.095], [0.157, -0.938, 0.172], [0.471, -0.126, -0.195], [-0.810, -0.313, -0.084], [0.096, -0.046, 0.046], [-0.531, 0.464, 0.012], [-0.242, 0.144, 0.267]]}